C2H5N3S | the ωB97M-V functional and the def2-TZVPD basis

Summary:
Calculated total energy = -641.57869 Eh
ΔE to the lowest compared entry with this formula, charge and spin = 276.59 kJ/mol
SMILES = C=NN/C=N\S
LUMO level = 0.0336 Ha
Largest force on an atom = 3.627 eV/A

Structure (ORCA input):
```
! RIJCOSX wB97M-V def2-TZVPD def2/J DEFGRID3
* xyz 0 1
C -2.13 -0.26 0.81
N -1.68 0.48 -0.16
N -0.34 0.56 -0.50
C 0.51 -0.49 -0.34
N 1.78 -0.49 -0.27
S 2.64 0.95 -0.36
H -3.16 -0.28 0.96
H -1.46 -0.78 1.54
H -0.05 1.35 -1.05
H 0.03 -1.45 -0.31
H 3.86 0.38 -0.31
*
```